Version i
Computed, not measured: 2 unconnected molecules or ions with the total composition C3H2F2O2, with ωB97M-V with the def2-TZVPD basis set.

Positions of all 9 atoms, in Å:
O -2.112 1.632 1.570
C -2.256 0.704 0.672
C -2.200 -0.149 -0.198
F -2.576 -1.270 -0.846
H -1.144 1.585 1.980
O 1.000 -0.219 0.028
C 0.298 -0.115 -0.965
F 0.139 1.072 -1.548
H -0.342 -0.696 -1.605

For the frontier orbital gap, the calculation gives 10.23 eV. The molar mass is 108.04 g mol⁻¹. The LUMO energy comes out at 0.27 eV.

---

Version ii
Computed, not measured: a single C3H2F2O2 molecule, with ωB97M-V with the def2-TZVPD basis set.

Positions of all 9 atoms, in Å:
C -0.400 0.267 1.681
C -0.401 -0.781 -0.647
C 0.430 0.452 -0.467
O -0.761 0.177 2.796
O 0.343 0.927 0.895
F 0.443 -1.801 -0.772
F 0.024 1.394 -1.317
H -1.241 -0.784 -1.431
H 1.565 0.149 -0.739

For the frontier orbital gap (alpha / beta), the calculation gives 7.97 / 9.20 eV. The molar mass is 108.04 g mol⁻¹. The LUMO energy (alpha / beta) comes out at -0.30 / 0.04 eV.

---

The least stable of the structures above is version i, whereas version ii is the most stable.